{
  "formula": "C20H41B3Br2O15S2",
  "method": "ωB97M-V/def2-TZVPD",
  "species": ["C", "C", "O", "C", "C", "O", "C", "C", "O", "C", "B", "O", "B", "C", "C", "C", "C", "C", "O", "C", "O", "B", "C", "Br", "C", "C", "Br", "O", "H", "H", "H", "H", "H", "H", "H", "H", "H", "H", "H", "H", "H", "H", "H", "H", "H", "H", "H", "H", "H", "H", "H", "H", "H", "H", "H", "H", "H", "H", "H", "H", "H", "C", "C", "O", "S", "O", "O", "O", "H", "H", "H", "H", "C", "C", "O", "S", "O", "O", "O", "H", "H", "H", "H"],
  "positions_angstrom": [[-4.42190, 1.78342, 5.91413], [-4.04606, 1.37626, 4.42580], [-3.64667, 0.01331, 4.45770], [-4.29471, -0.80550, 3.48831], [-3.20006, -1.42827, 2.55738], [-3.09627, -2.85265, 2.63933], [-3.68457, -3.49524, 1.52482], [-2.77953, -3.50716, 0.23778], [-1.59056, -2.74957, 0.36525], [-0.57791, -3.46210, 1.06966], [0.71820, -2.51414, 1.11426], [1.90464, -2.79753, 1.82126], [2.90647, -2.02404, 1.15076], [3.96980, -1.11626, 1.91379], [3.26037, -0.01297, 2.78167], [2.68282, 1.12957, 1.88081], [1.70699, 2.00554, 2.76760], [0.49508, 2.43626, 1.85840], [1.03278, 3.30372, 0.88024], [0.01707, 3.80543, 0.02382], [2.93748, -2.00645, -0.29372], [1.65735, -1.58523, -0.69962], [1.14812, -1.45447, -2.21312], [2.56705, -2.01000, -3.49408], [0.58514, -0.03215, -2.52690], [1.52021, 1.13800, -2.06305], [-1.19294, 0.29766, -1.71181], [0.73526, -1.29243, 0.35317], [-3.99247, 1.00328, 6.57335], [-3.95256, 2.75087, 6.17843], [-5.51934, 1.82518, 6.04975], [-3.23500, 2.06327, 4.08943], [-4.94628, 1.58175, 3.81562], [-4.86620, -1.58099, 4.04991], [-5.02654, -0.27649, 2.84564], [-2.21448, -1.02246, 2.87909], [-3.35458, -1.14472, 1.49367], [-4.71285, -3.10244, 1.33948], [-3.83788, -4.55785, 1.82669], [-2.51719, -4.54465, -0.06137], [-3.36507, -3.05291, -0.59009], [-0.84692, -3.67567, 2.13486], [-0.35422, -4.40547, 0.52080], [4.61760, -0.61080, 1.16660], [4.63261, -1.77888, 2.51852], [2.46446, -0.45216, 3.42423], [4.02375, 0.42831, 3.46270], [2.13648, 0.74748, 0.99464], [3.51126, 1.80840, 1.58372], [1.38158, 1.49594, 3.69275], [2.23773, 2.94812, 3.03193], [-0.25264, 2.92295, 2.52331], [0.05182, 1.50472, 1.43877], [-0.76738, 4.37418, 0.57666], [-0.43056, 2.98869, -0.59119], [0.50585, 4.53923, -0.65071], [0.30724, -2.17825, -2.32071], [0.43010, 0.03958, -3.62233], [1.25945, 2.01057, -2.69991], [2.58455, 0.84593, -2.15741], [1.34089, 1.45403, -1.01666], [5.07034, -3.54503, -5.64641], [6.24842, -2.78121, -5.07144], [7.40175, -3.49454, -5.52570], [7.09479, -4.13371, -6.97908], [7.62564, -3.26451, -7.97924], [7.40080, -5.52580, -6.93216], [5.48861, -3.95059, -6.95224], [4.85746, -4.44263, -5.06086], [4.17292, -2.93268, -5.70916], [6.22727, -2.73964, -3.98469], [6.29587, -1.76581, -5.47328], [-3.31243, 4.03728, -2.52849], [-4.10755, 5.32286, -2.66418], [-4.92866, 5.36978, -1.49480], [-4.14295, 4.67545, -0.26459], [-3.52060, 5.69929, 0.51177], [-4.99306, 3.68550, 0.31121], [-2.99853, 3.93843, -1.13618], [-3.91369, 3.16816, -2.80555], [-2.40059, 4.05028, -3.12209], [-4.72112, 5.34022, -3.56198], [-3.45160, 6.19712, -2.65470]],
  "forces_ev_per_a": [[0.515, -0.211, -0.651], [-0.386, 1.247, 1.833], [-0.830, 0.571, -1.043], [0.345, -0.935, -0.282], [0.247, 0.159, 0.029], [-0.350, 0.261, -0.421], [-0.244, -1.251, 0.382], [-0.568, 0.422, -0.377], [-0.290, -0.477, 0.261], [0.780, 0.771, 0.410], [0.000, 0.343, 0.537], [-0.241, 1.135, -2.069], [0.820, 0.100, 0.243], [-0.210, -0.282, -0.008], [0.550, -0.119, -0.505], [-0.055, 0.259, 1.813], [-0.058, 0.549, -1.701], [0.920, -0.693, 1.851], [-0.831, -0.138, -0.015], [0.068, 0.512, -0.513], [-2.186, 0.256, 0.784], [0.639, 0.284, 0.608], [-0.715, 0.119, 0.790], [-0.679, 0.427, 0.421], [1.054, 0.461, -0.291], [-0.604, -0.183, -0.278], [0.394, -0.375, -0.388], [0.690, -2.109, -0.892], [-0.311, 0.482, -0.268], [-0.464, -0.425, -0.074], [0.624, 0.016, 0.046], [-0.306, -0.753, -0.048], [0.581, -0.453, -0.067], [0.518, 0.188, -0.548], [0.400, 0.161, 0.567], [-0.687, -0.132, -0.182], [0.072, -0.013, 0.636], [0.738, -0.006, -0.143], [0.102, 0.699, -0.054], [-0.247, 0.406, 0.233], [0.500, -0.236, 0.345], [-0.111, -0.153, -0.790], [0.024, 0.264, 0.507], [-0.304, -0.327, 0.399], [-0.443, 0.482, -0.146], [0.457, 0.193, -0.499], [-0.594, -0.225, -0.327], [0.440, 0.150, 0.504], [-0.486, -0.694, -0.271], [0.039, 0.151, -0.552], [-0.418, -0.626, 0.119], [0.140, 0.053, -0.675], [0.037, 0.594, -0.134], [0.373, -0.594, -0.200], [0.097, 0.555, 0.497], [-0.224, -0.497, 0.284], [0.681, 0.343, -0.148], [-0.074, -0.066, 0.736], [0.537, -0.435, 0.419], [-0.509, 0.260, -0.216], [0.045, -0.396, -0.478], [-0.098, -0.241, 0.504], [-0.234, 0.499, -0.167], [-0.259, -0.550, -0.353], [-0.042, 0.117, 0.077], [-0.240, -0.615, 0.333], [0.051, 0.705, -0.121], [0.629, 0.252, -0.034], [-0.016, 0.050, 0.025], [0.061, -0.043, -0.271], [0.192, -0.165, -0.038], [-0.057, -0.009, 0.042], [-0.329, -0.268, -0.370], [0.497, 0.282, -0.132], [0.130, -0.606, 0.345], [0.030, 0.082, -0.147], [-0.287, -0.669, -0.161], [0.355, 0.600, -0.091], [-0.320, 0.554, 0.229], [0.024, 0.028, -0.033], [0.095, -0.007, 0.236], [-0.187, -0.025, 0.186], [0.005, -0.037, -0.057]],
  "lowdin_charge": [-0.0700, -0.2549, -0.1681, -0.1663, -0.1517, -0.1664, -0.1840, -0.1752, -0.1872, -0.0615, -0.4140, 0.2809, -0.4275, -0.0620, -0.1922, -0.1764, -0.1465, -0.2438, -0.2032, -0.1182, 0.2319, -0.6340, -0.5552, 0.7543, -0.7183, -0.1266, 0.7422, 0.1985, 0.0728, 0.0653, 0.0666, 0.1117, 0.1090, 0.1342, 0.1176, 0.1374, 0.1262, 0.1271, 0.1252, 0.1211, 0.1257, 0.1403, 0.1376, 0.1146, 0.1172, 0.1139, 0.1179, 0.0892, 0.1232, 0.1085, 0.1155, 0.1231, 0.1190, 0.0887, 0.0429, 0.0981, 0.1027, 0.0802, 0.0875, 0.0877, 0.0488, -0.1986, -0.1744, -0.1897, 0.6342, -0.2241, -0.2220, -0.1889, 0.1349, 0.0814, 0.1339, 0.1352, -0.1689, -0.1678, -0.1870, 0.6256, -0.2243, -0.2224, -0.2190, 0.1336, 0.1362, 0.1362, 0.1344],
  "energy_ev": -215904.5812,
  "largest_force_ev_per_a": 2.39,
  "homo_lumo_gap_ev": 9.48,
  "homo_ev": -9.39
}